# 1
{
  "formula": "C3H7N4",
  "method": "the ωB97M-V functional and the def2-TZVPD basis",
  "elements": ["C", "C", "C", "N", "N", "N", "N", "H", "H", "H", "H", "H", "H", "H"],
  "coordinates": [[-2.622204, -0.095541, 0.094642], [0.519633, -0.799784, -0.009643], [0.469034, 0.621525, 0.130607], [-2.810771, 0.877952, -0.573732], [-2.065211, -1.039953, 0.596825], [0.763402, -1.944163, -0.165730], [1.825731, 0.980246, -0.218737], [-0.291677, 1.321091, -0.342238], [0.280738, 0.829081, 1.192060], [1.349654, -2.742702, 0.113099], [-3.457413, 1.036653, -1.263600], [-2.217247, -1.639054, 1.354107], [2.682225, 0.653870, 0.202566], [1.922848, 1.174334, -1.179334]],
  "atomic_forces_ev_per_a": [[0.350, -0.562, -0.397], [-0.447, -4.109, -1.082], [0.839, 1.805, 0.952], [1.162, 0.840, 1.608], [0.869, -0.083, -0.538], [0.155, 2.813, 1.245], [-0.293, 0.847, 0.008], [0.639, -1.638, -0.100], [0.008, -0.269, 0.118], [-0.601, 0.434, -0.587], [-1.782, 0.367, -1.787], [-0.713, -0.453, 1.165], [-0.525, -0.234, 0.462], [0.340, 0.243, -1.065]],
  "homo_energy_ev": -14.0,
  "spin_multiplicity": 1,
  "orbital_gap_ev": 9.424,
  "e_lumo_ev": -4.60,
  "charge": 1
}



# 2
{
  "formula": "C4H9N2",
  "method": "the ωB97M-V functional and the def2-TZVPD basis",
  "elements": ["C", "C", "C", "C", "N", "N", "H", "H", "H", "H", "H", "H", "H", "H", "H"],
  "coordinates": [[0.960296, -0.873099, -0.725824], [-1.594568, -0.058607, -0.668090], [-0.747267, 0.242333, 0.481670], [-0.432990, 1.734229, 0.679178], [0.446917, -0.552077, 0.448126], [1.961848, -1.666768, -0.911576], [-2.284228, 0.674270, -1.044029], [-1.579777, -1.036607, -1.113561], [-1.349262, -0.056309, 1.368943], [-1.355085, 2.306468, 0.726763], [0.170008, 2.097718, -0.149472], [0.113407, 1.887951, 1.606350], [0.944589, -0.705549, 1.328943], [2.329569, -1.778602, -1.845604], [2.416543, -2.215348, -0.181818]],
  "atomic_forces_ev_per_a": [[-1.177, 0.571, 0.398], [1.151, -0.290, -0.398], [-0.468, 0.454, 0.736], [0.030, -0.138, -0.154], [0.451, -0.250, 0.069], [0.499, -0.371, -0.249], [-0.154, 0.197, -0.106], [-0.215, -0.276, 0.071], [0.092, -0.064, -0.106], [-0.083, 0.035, 0.016], [0.042, 0.021, -0.072], [0.022, -0.033, 0.052], [-0.041, 0.007, -0.227], [0.038, 0.029, 0.036], [-0.188, 0.107, -0.066]],
  "homo_energy_ev": [-13.2, -14.7],
  "spin_multiplicity": 1,
  "orbital_gap_ev": [6.443, 9.505],
  "e_lumo_ev": [-6.74, -5.17],
  "charge": 1
}



# 3
{
  "formula": "C9H15Br6Cl9",
  "method": "the ωB97M-V functional and the def2-TZVPD basis",
  "elements": ["Br", "C", "C", "Br", "H", "H", "H", "H", "Br", "C", "C", "Br", "H", "H", "H", "H", "Br", "C", "C", "Br", "H", "H", "H", "H", "C", "Cl", "Cl", "Cl", "H", "C", "Cl", "Cl", "Cl", "H", "C", "Cl", "Cl", "Cl", "H"],
  "coordinates": [[1.649110, 3.172904, -2.852763], [3.003088, 2.882750, -4.259797], [3.953883, 1.847947, -3.857211], [5.496517, 1.692677, -5.266804], [3.413549, 3.864128, -4.497555], [2.534206, 2.564139, -5.190779], [3.442653, 0.888383, -3.779827], [4.412910, 2.168791, -2.922084], [-3.958440, -0.627332, -0.414744], [-3.801167, 1.338411, -0.107227], [-5.160237, 1.966370, 0.342872], [-5.196336, 3.848682, 0.834638], [-3.523124, 1.794648, -1.057296], [-3.092286, 1.517216, 0.701232], [-5.501883, 1.360162, 1.181856], [-5.984935, 1.851978, -0.360621], [3.329635, -2.016106, 3.743233], [2.084051, -3.350704, 2.850505], [2.073514, -3.178060, 1.316891], [3.754762, -4.109747, 0.706671], [1.152780, -3.155866, 3.382356], [2.369140, -4.340348, 3.207484], [2.115569, -2.134461, 1.005079], [1.180640, -3.681563, 0.946285], [-0.982927, 0.475363, 5.131511], [0.041663, -0.450631, 6.309197], [-0.828654, 2.202028, 5.272566], [-2.646976, 0.165324, 5.272649], [-0.591118, 0.175811, 4.159479], [0.499738, 0.828335, -0.231400], [-0.268999, 0.731951, 1.320433], [-0.750877, 1.005799, -1.417249], [1.514557, -0.473102, -0.793712], [1.031327, 1.774491, -0.332847], [-1.376166, -2.379081, -2.078544], [0.027410, -2.682388, -3.139061], [-0.984047, -2.406327, -0.352545], [-2.512816, -3.662142, -2.435479], [-1.919716, -1.470428, -2.337394]],
  "atomic_forces_ev_per_a": [[0.414, -0.154, -0.540], [-0.837, 1.036, -1.617], [1.525, -0.252, 0.243], [-1.595, 0.127, 1.342], [0.233, -0.138, 0.480], [-0.614, 0.067, 0.274], [0.534, -0.061, -0.052], [0.393, -0.568, -0.154], [-0.236, 1.223, 0.270], [-1.361, 1.071, 0.033], [-0.381, -1.742, 0.033], [0.495, -0.442, -0.093], [0.383, -0.272, 0.236], [0.217, -0.272, -0.415], [0.090, 0.473, 0.407], [0.482, 0.069, -0.428], [-0.638, -0.868, -0.598], [0.322, 0.899, 0.564], [0.810, -0.786, 1.614], [-1.102, 0.620, -0.141], [-0.231, 0.348, -0.573], [0.402, 0.152, -0.399], [0.087, -0.389, 0.085], [0.380, -0.107, -0.400], [1.459, -0.263, -0.089], [-0.571, 0.535, -0.379], [0.838, 0.764, 0.155], [-1.451, -1.093, 0.107], [-0.240, 0.028, 0.168], [0.133, 1.016, -0.994], [0.335, -0.426, 0.858], [-1.242, 0.197, -1.106], [0.801, -0.010, 0.513], [0.367, -0.379, 0.562], [-0.116, -0.575, -0.346], [-0.061, 0.602, 0.460], [-0.051, -0.086, -0.340], [-0.663, -0.477, 0.076], [0.688, 0.132, 0.184]],
  "homo_energy_ev": -10.1,
  "spin_multiplicity": 1,
  "orbital_gap_ev": 10.022,
  "e_lumo_ev": -0.08
}



# 4
{
  "formula": "C2H7N2O2",
  "method": "the ωB97M-V functional and the def2-TZVPD basis",
  "elements": ["C", "C", "N", "O", "N", "O", "H", "H", "H", "H", "H", "H", "H"],
  "coordinates": [[1.381738, -0.677846, -0.248905], [0.735042, 0.562052, 0.326891], [-0.716299, 0.322931, 0.045860], [-1.150726, 1.387649, -1.084780], [-1.424012, -0.441596, 0.651802], [-2.574203, -0.702579, 0.549187], [1.145100, -1.557289, 0.279752], [1.024577, -0.762738, -1.312311], [2.467571, -0.448373, -0.312771], [0.992275, 1.574837, -0.167629], [0.866353, 0.706758, 1.407311], [-1.971633, 1.079905, -1.330009], [-0.775788, -1.043715, 1.195604]],
  "atomic_forces_ev_per_a": [[1.419, 2.140, -2.310], [-0.207, 0.826, -0.280], [2.182, 7.818, -5.303], [3.958, -2.103, 4.509], [-0.955, -3.127, 1.563], [-1.558, 0.123, -0.223], [0.043, -1.106, 0.752], [0.426, -0.137, 0.955], [-0.561, -0.766, 0.237], [-0.477, -1.944, 0.588], [-0.136, -0.146, -0.195], [-3.787, -1.280, -1.189], [-0.346, -0.297, 0.896]],
  "homo_energy_ev": -16.6,
  "spin_multiplicity": 1,
  "orbital_gap_ev": 11.033,
  "e_lumo_ev": -5.60,
  "charge": 1
}



# 5
{
  "formula": "C4H9NO2S",
  "method": "the ωB97M-V functional and the def2-TZVPD basis",
  "elements": ["O", "C", "C", "C", "S", "N", "C", "O", "H", "H", "H", "H", "H", "H", "H", "H", "H"],
  "coordinates": [[-0.428032, -0.348450, -2.305679], [-0.911438, -0.023791, -1.256325], [-0.158332, -0.050825, 0.055880], [-0.195517, 1.292811, 0.789623], [-1.822068, 1.862434, 1.390807], [1.226670, -0.485000, -0.094638], [1.369533, -1.926377, 0.039242], [2.712176, -2.300385, -0.167939], [-1.961941, 0.304329, -1.168770], [-0.705347, -0.781226, 0.666855], [0.426321, 1.217140, 1.670650], [0.209748, 2.093215, 0.168720], [-2.313511, 2.236526, 0.207872], [1.499456, -0.263392, -1.049726], [1.026150, -2.209449, 1.031005], [0.796416, -2.510901, -0.679499], [3.250931, -1.762316, 0.449219]],
  "atomic_forces_ev_per_a": [[0.025, 0.032, -0.158], [-0.055, 0.078, 0.280], [0.228, -0.191, 0.293], [-0.376, 0.412, -0.268], [0.097, -0.246, 0.043], [-0.318, -0.046, -0.328], [0.403, -0.179, -0.021], [0.232, 0.527, 0.565], [-0.076, 0.010, -0.176], [0.016, 0.059, 0.111], [0.136, -0.057, 0.157], [0.167, -0.141, 0.007], [-0.063, 0.072, -0.082], [0.137, 0.052, 0.011], [-0.073, 0.000, 0.333], [-0.101, 0.037, -0.269], [-0.380, -0.419, -0.498]],
  "homo_energy_ev": -9.4,
  "spin_multiplicity": 1,
  "orbital_gap_ev": 9.961,
  "e_lumo_ev": 0.55
}



# 6
{
  "formula": "C37H29GeN5O2Pd",
  "method": "the ωB97M-V functional and the def2-TZVPD basis",
  "elements": ["Pd", "O", "C", "C", "C", "C", "C", "C", "C", "N", "C", "C", "N", "C", "C", "C", "C", "C", "C", "C", "O", "H", "H", "H", "H", "H", "H", "H", "H", "H", "H", "H", "H", "H", "H", "N", "C", "N", "C", "N", "C", "Ge", "C", "C", "C", "C", "C", "C", "C", "C", "C", "C", "C", "C", "C", "C", "C", "C", "C", "C", "H", "H", "H", "H", "H", "H", "H", "H", "H", "H", "H", "H", "H", "H", "H"],
  "coordinates": [[0.347600, 0.231699, 0.783843], [1.484491, 1.395679, 2.302028], [1.035909, 2.416308, 2.904429], [1.710301, 2.874408, 4.095170], [1.292676, 3.969025, 4.801413], [0.156221, 4.706791, 4.413418], [-0.515378, 4.299191, 3.281756], [-0.112602, 3.205153, 2.504087], [-0.883649, 2.969759, 1.280550], [-0.556353, 2.176578, 0.349539], [-1.423425, 2.009077, -0.809474], [-0.599251, 1.394171, -1.936754], [0.022658, 0.143854, -1.489817], [0.500260, -0.602217, -2.391572], [1.061081, -1.947901, -2.233744], [1.671083, -2.509581, -3.358135], [2.174648, -3.799293, -3.367326], [2.050686, -4.593534, -2.230185], [1.451492, -4.064935, -1.099249], [0.988119, -2.750009, -1.073464], [0.428704, -2.276628, 0.046164], [2.580360, 2.303558, 4.401898], [1.850714, 4.273439, 5.681695], [-0.177612, 5.563522, 4.983740], [-1.395176, 4.849522, 2.956169], [-1.802286, 3.567357, 1.179317], [-1.869319, 2.957109, -1.132474], [-2.224805, 1.315608, -0.548820], [0.167520, 2.108293, -2.253185], [-1.256972, 1.212578, -2.791732], [0.495325, -0.239269, -3.433236], [1.746399, -1.898530, -4.255253], [2.655350, -4.184419, -4.258993], [2.431034, -5.608394, -2.217310], [1.331829, -4.658448, -0.203190], [-1.800751, -0.314008, 1.848714], [-2.871263, -0.566560, 2.228053], [-4.042461, -0.821255, 2.763637], [-5.141191, -1.142502, 2.134569], [-6.178317, -1.424748, 1.673343], [1.324075, -1.456699, 0.877752], [2.162575, -2.298039, 2.384680], [2.998920, -4.027163, 2.002354], [2.433465, -5.272582, 2.279625], [3.015149, -6.452670, 1.819593], [4.172268, -6.404235, 1.054416], [4.747919, -5.174105, 0.761960], [4.166361, -3.999541, 1.231679], [3.699818, -1.153680, 2.856437], [4.074171, -0.071553, 2.058321], [5.174823, 0.713251, 2.398293], [5.920340, 0.424607, 3.534355], [5.561505, -0.652895, 4.339450], [4.459135, -1.430446, 3.997378], [1.086524, -2.317218, 4.035960], [0.479000, -1.093897, 4.346147], [-0.302148, -0.955578, 5.485726], [-0.498977, -2.037182, 6.337579], [0.085201, -3.260032, 6.041410], [0.874058, -3.395607, 4.898618], [1.515111, -5.334440, 2.852015], [2.553339, -7.407081, 2.046768], [4.616496, -7.319682, 0.678436], [5.646856, -5.126055, 0.157993], [4.623449, -3.044593, 0.992573], [3.480675, 0.163054, 1.184627], [5.438470, 1.564195, 1.778647], [6.772701, 1.041249, 3.799313], [6.134916, -0.881134, 5.231966], [4.178499, -2.263248, 4.638449], [0.601605, -0.249724, 3.674407], [-0.766799, -0.000679, 5.701295], [-1.115185, -1.928193, 7.223249], [-0.073468, -4.110501, 6.695930], [1.330722, -4.357664, 4.693360]],
  "atomic_forces_ev_per_a": [[1.151, 0.181, 0.239], [-0.105, -0.090, 0.105], [-0.077, 0.289, 0.066], [-0.090, -0.051, -0.223], [-0.124, 0.122, 0.002], [0.104, -0.118, -0.027], [0.000, 0.040, 0.057], [-0.147, -0.210, -0.277], [0.339, 0.424, 0.618], [-0.540, -0.550, -0.374], [0.347, -0.068, 0.207], [-0.066, 0.154, 0.109], [-0.500, 0.044, 0.027], [0.110, -0.150, -0.133], [0.262, -0.345, -0.098], [-0.033, 0.102, -0.140], [0.087, -0.062, -0.085], [-0.106, 0.301, 0.020], [0.016, -0.202, -0.156], [0.177, 0.863, 0.115], [-0.587, -1.121, 0.678], [-0.034, -0.006, -0.026], [-0.013, -0.015, 0.032], [-0.007, 0.007, 0.019], [0.007, -0.001, 0.004], [0.083, 0.134, 0.007], [-0.011, 0.054, -0.040], [-0.068, -0.069, 0.070], [0.119, -0.027, 0.074], [0.019, -0.076, -0.085], [0.031, -0.122, -0.006], [-0.002, -0.068, 0.024], [-0.015, -0.007, 0.002], [-0.021, 0.009, -0.009], [0.051, 0.047, 0.041], [-0.112, -0.039, 0.046], [-0.759, -0.180, -0.091], [0.304, 0.080, 0.215], [0.126, 0.045, -0.317], [0.276, 0.072, 0.153], [0.434, 0.339, -1.181], [-0.735, 0.777, 0.107], [-0.041, -0.189, -0.333], [0.081, -0.117, -0.004], [-0.051, 0.130, 0.030], [-0.010, 0.007, -0.022], [-0.072, 0.151, 0.070], [0.091, -0.253, 0.050], [0.195, 0.008, 0.032], [0.147, 0.017, 0.198], [-0.104, -0.093, 0.001], [-0.040, -0.074, 0.033], [-0.070, 0.023, -0.101], [0.008, 0.100, -0.073], [0.095, -0.223, 0.404], [-0.116, -0.148, 0.087], [0.053, -0.016, -0.048], [0.013, -0.003, -0.019], [0.062, 0.018, -0.135], [-0.061, 0.187, 0.107], [-0.015, 0.018, -0.065], [-0.002, 0.003, 0.004], [0.007, 0.016, 0.020], [0.001, 0.001, -0.009], [-0.042, -0.023, -0.004], [-0.053, -0.042, -0.043], [-0.004, -0.018, 0.015], [0.003, -0.002, 0.000], [-0.008, 0.002, -0.008], [-0.001, 0.032, -0.021], [0.028, -0.022, 0.045], [-0.011, -0.002, -0.012], [-0.007, -0.002, -0.014], [0.006, -0.014, 0.004], [0.028, 0.021, 0.041]],
  "homo_energy_ev": [-0.1, 0.1],
  "spin_multiplicity": 1,
  "orbital_gap_ev": [4.506, 4.346],
  "e_lumo_ev": [4.40, 4.40],
  "charge": -2
}



Energy relative to the best compared isomer or geometry (same formula, charge and spin) for the records above, in order: 75.8, 94.7, 37.6, 172.9, 36.0, 28.5 kcal/mol